*w*
DFT (the ωB97M-V functional and the def2-TZVPD basis) results for a cluster of 13 separate species, H26O13 in total.

Geometry (Å):
O: -1.709 -3.174 0.449
H: -1.879 -2.251 0.736
H: -2.463 -3.414 -0.099
O: 1.174 2.446 2.519
H: 0.807 3.189 3.007
H: 0.597 1.697 2.744
O: 3.043 1.003 -1.175
H: 3.842 1.519 -1.323
H: 2.308 1.639 -1.307
O: -2.854 -0.739 1.166
H: -2.912 0.072 1.695
H: -3.771 -0.986 0.996
O: -1.306 1.381 3.288
H: -1.452 1.833 4.129
H: -1.283 0.446 3.521
O: 0.904 2.648 -1.579
H: 0.231 3.148 -2.049
H: 0.420 1.881 -1.216
O: -0.216 0.526 -0.070
H: -0.661 0.027 0.622
H: 0.266 -0.165 -0.574
O: 1.804 -1.165 -3.860
H: 1.422 -1.234 -2.966
H: 2.582 -0.613 -3.732
O: 2.913 -1.086 1.166
H: 2.621 -0.649 0.357
H: 2.118 -1.517 1.535
O: 0.321 -1.688 1.853
H: -0.415 -1.543 2.456
H: 0.343 -2.648 1.725
O: 0.631 -1.847 -1.395
H: 1.185 -2.617 -1.213
H: -0.270 -2.199 -1.413
O: -2.274 2.366 0.481
H: -1.611 1.656 0.434
H: -3.045 2.003 0.034
O: -0.624 0.321 -3.849
H: 0.322 0.113 -3.693
H: -1.107 -0.378 -3.400

Results
HOMO energy = -10.3 eV
HOMO-LUMO gap = 9.6 eV
LUMO level = -0.02375 Eh

*x*
DFT (the ωB97M-V functional and the def2-TZVPD basis) results for a cluster of 13 separate species, H26O13 in total.

Geometry (Å):
H: 0.409 -0.069 0.350
H: -0.353 -1.098 -0.468
H: 2.422 -0.174 -2.974
H: 1.180 -1.001 -2.686
H: -1.886 0.778 0.330
H: -2.897 1.021 1.438
H: -0.111 1.582 -0.047
H: 1.060 2.044 0.803
H: 0.235 -3.061 -0.957
H: -0.419 -3.465 0.354
H: -4.056 -2.495 -2.127
H: -3.138 -2.389 -0.919
H: -3.908 2.580 0.123
H: -2.729 3.340 0.710
H: 4.256 -0.033 1.283
H: 5.365 -0.941 0.778
H: -3.271 0.468 -1.269
H: -2.653 -0.671 -2.064
H: -2.633 0.310 4.476
H: -2.221 -0.065 3.062
H: 2.327 0.487 -1.277
H: 3.116 1.493 -0.455
H: 1.759 3.892 -0.215
H: 1.206 2.807 -1.125
H: 3.444 -1.984 2.219
H: 3.076 -2.927 1.086
O: 0.531 -0.738 -0.333
O: 1.701 -0.640 -3.412
O: -2.582 0.340 0.832
O: 0.171 1.679 0.869
O: 0.300 -2.931 -0.004
O: -4.069 -2.445 -1.164
O: -2.973 2.485 0.336
O: 5.202 -0.047 1.098
O: -3.365 -0.022 -2.094
O: -2.241 -0.406 3.963
O: 3.086 0.558 -0.688
O: 1.476 3.732 -1.123
O: 3.184 -1.992 1.291

Results
HOMO energy = -10.7 eV
HOMO-LUMO gap = 10.2 eV
LUMO level = -0.01595 Eh

*y*
DFT (the ωB97M-V functional and the def2-TZVPD basis) results for a cluster of 13 separate species, H26O13 in total.

Geometry (Å):
O: 0.704 -1.889 2.689
H: -0.032 -1.436 2.248
H: 1.159 -1.313 3.106
O: -1.179 -0.140 1.877
H: -1.781 0.443 1.194
H: -1.667 0.343 2.629
O: -2.877 -1.718 -0.152
H: -2.124 -1.165 -0.170
H: -2.517 -2.450 -0.308
O: 1.004 -2.119 0.231
H: 0.759 -3.002 0.513
H: 1.295 -1.804 1.080
O: -2.500 1.119 -2.080
H: -2.026 0.879 -1.193
H: -1.705 1.273 -2.455
O: 0.108 0.482 -0.744
H: 0.159 1.066 -0.016
H: 0.316 -0.476 -0.237
O: 0.976 -1.652 -3.117
H: 1.686 -1.448 -2.460
H: 1.208 -2.062 -3.836
O: 1.072 2.816 0.742
H: 0.721 3.180 -0.104
H: 1.293 3.542 1.317
O: 3.321 -1.671 -1.590
H: 4.115 -1.217 -1.503
H: 2.985 -1.416 -0.743
O: -2.544 1.945 0.660
H: -3.323 1.795 1.351
H: -2.646 2.513 -0.167
O: 3.155 1.427 -0.038
H: 3.232 0.540 0.187
H: 2.254 1.711 0.379
O: -0.616 -3.220 -1.904
H: 0.091 -2.503 -1.914
H: -1.199 -3.278 -2.643
O: -0.728 3.953 2.446
H: -0.542 3.205 1.734
H: -1.622 3.744 2.996

Results
HOMO energy = -10.2 eV
HOMO-LUMO gap = 9.7 eV
LUMO level = -0.01828 Eh

*z*
DFT (the ωB97M-V functional and the def2-TZVPD basis) results for a cluster of 13 separate species, H26O13 in total.

Geometry (Å):
O: -0.419 0.819 -0.294
H: 0.442 0.414 -0.397
H: -0.598 0.766 0.645
O: 3.138 0.495 2.982
H: 2.971 1.093 3.710
H: 3.123 1.053 2.205
O: -2.727 4.577 2.008
H: -3.641 4.296 1.950
H: -2.291 3.877 2.493
O: 3.830 -0.959 -1.729
H: 4.251 -1.561 -1.115
H: 3.953 -0.094 -1.339
O: 4.217 2.213 -0.131
H: 5.163 2.075 -0.069
H: 4.126 3.118 -0.430
O: 1.946 -0.466 -4.637
H: 1.034 -0.276 -4.418
H: 2.360 -0.658 -3.795
O: -0.945 1.044 3.243
H: -0.122 1.363 3.614
H: -1.321 0.493 3.930
O: 1.678 -2.889 1.185
H: 2.168 -3.702 1.306
H: 2.238 -2.213 1.567
O: -4.748 -0.648 0.537
H: -4.427 -0.082 1.240
H: -3.974 -1.127 0.242
O: -3.255 2.291 -2.226
H: -2.635 2.127 -1.515
H: -4.111 2.313 -1.798
O: -1.969 -2.646 2.255
H: -1.344 -3.286 1.914
H: -1.426 -1.916 2.552
O: -1.715 -0.051 -4.181
H: -2.095 0.696 -3.718
H: -2.065 -0.818 -3.727
O: -0.239 -3.902 -1.742
H: -0.594 -4.603 -1.197
H: 0.027 -3.225 -1.120

Results
HOMO energy = -10.5 eV
HOMO-LUMO gap = 9.9 eV
LUMO level = -0.02045 Eh

Going by the energies, *w* is most stable and the next is 10.7 kcal/mol up.